# C29H56O15

A 8-piece molecular cluster, C29H56O15 overall (ωB97M-V/def2-TZVPD, OMol25).

Calculated values
SMILES	COC(=O)OC.COC(=O)OC.COC(=O)OC.O=C1CCCO1.C1CCOC1.C1CCOC1.C1CCOC1.C1CCOC1
calculated total energy	-61686.340	eV

Positions of all 100 atoms, in Å:
H  9.92603  19.23667  -22.04383
H  -0.46819  20.18614  -17.77967
H  6.38518  16.21735  -30.35809
H  16.14530  26.03462  -23.86540
C  18.18877  19.64432  -28.53580
H  1.21060  20.37033  -17.60120
H  15.36334  27.54609  -23.76787
C  11.70083  18.23463  -22.59487
O  8.28729  19.79079  -30.38421
C  16.37616  25.91084  -21.27774
C  15.22317  11.38117  -21.93609
C  10.39995  19.25583  -24.13733
H  14.69992  24.52454  -21.03848
H  10.86879  17.42676  -25.13774
O  18.68186  19.62069  -29.68967
H  15.44869  13.57332  -21.50759
H  15.44615  20.12072  -16.81365
H  3.30124  27.14005  -25.04486
H  12.40803  18.54325  -21.82499
C  6.52952  16.84950  -29.48193
O  17.28094  20.14850  -15.84989
O  0.64517  18.61849  -18.76561
C  14.30208  26.14033  -22.48666
C  1.87251  18.35806  -19.30321
H  8.24084  20.91958  -32.24088
H  14.90114  10.53394  -21.33061
O  7.45031  17.94906  -29.56169
H  20.04884  20.65580  -13.24918
C  16.57136  10.86840  -22.41379
O  12.30790  18.11045  -23.84644
H  20.33123  18.98203  -13.48453
H  18.36262  18.61086  -25.62574
H  11.79847  18.69591  -25.79573
H  17.56341  11.83277  -20.24978
H  16.97859  25.06834  -21.61740
C  18.01215  20.04409  -14.70673
H  11.23127  20.39749  -22.47619
H  5.54604  24.42426  -24.79582
H  8.99010  21.62621  -30.89151
O  5.29643  26.39778  -25.26873
O  1.81066  17.45619  -20.35735
H  9.40339  18.82609  -24.23872
H  17.51121  13.49737  -20.95869
C  17.06931  20.53515  -28.02973
H  5.23854  25.46816  -22.13570
C  17.13929  20.30600  -26.53597
H  6.73830  25.68528  -24.25721
C  15.88151  20.18523  -15.81645
H  7.37196  21.69535  -30.79321
H  3.81765  27.47643  -22.63101
C  10.75371  19.44866  -22.72067
H  16.21314  20.36579  -25.96432
C  14.86473  25.59326  -21.17547
C  17.13901  12.47482  -21.02163
H  17.41793  21.53197  -28.29975
H  13.79817  25.41476  -23.12519
C  4.62825  27.17760  -23.29563
C  2.95781  17.26374  -21.22401
H  21.31478  20.03450  -14.40713
C  17.74419  18.83254  -26.49551
O  17.53343  11.92539  -22.27410
C  8.13383  21.00736  -31.15970
H  16.98292  25.88410  -20.37263
H  13.71575  27.04962  -22.35435
H  6.87703  16.05088  -28.82655
H  17.77773  21.10010  -26.14881
H  4.69150  28.31686  -25.06807
O  18.59649  18.84229  -27.65404
H  14.41306  26.07887  -20.31045
O  17.51703  19.99434  -13.58512
H  3.72508  16.65020  -20.75183
O  6.24373  19.18460  -30.98542
H  3.79990  25.11487  -23.10117
C  7.27075  18.90436  -30.42933
C  5.69186  25.38295  -24.29808
C  4.73967  25.66683  -23.08425
C  0.47126  19.92460  -18.26663
H  5.54712  17.22421  -29.19455
H  11.17643  17.39420  -22.14014
C  11.39231  18.33834  -24.84954
C  20.30041  19.92969  -14.02221
H  0.29664  20.50970  -19.16955
C  15.63569  12.58677  -21.08350
C  15.55974  26.64869  -23.18119
O  16.38390  27.06710  -22.14135
H  5.40268  27.84489  -22.91738
C  4.34743  27.31884  -24.79665
H  15.45562  21.03170  -15.27775
H  10.37327  20.28361  -24.49935
H  3.44920  18.19834  -21.49448
H  15.23949  12.60626  -20.06824
H  16.92379  18.12891  -26.35429
O  2.90840  18.92423  -18.92603
H  14.38074  11.62587  -22.58303
O  19.33805  20.11363  -15.06093
H  16.50829  10.53248  -23.44881
H  16.15927  20.33859  -28.59656
H  15.50788  19.25329  -15.39217
H  2.64566  16.84764  -22.18189
H  16.83706  9.97162  -21.85406

# C4H7NO

A 2-piece molecular cluster, C4H7NO overall (ωB97M-V/def2-TZVPD, OMol25).

Calculated values
energy relative to the best compared isomer or geometry (same formula, charge and spin)	4.3102	eV

Positions of all 13 atoms, in Å:
O  -2.29821  -1.24405  -0.49458
C  0.25278  -0.05275  0.44316
H  0.36922  0.60319  1.28040
H  1.60870  -1.09608  1.35586
H  -3.43259  0.82524  0.30361
H  0.65933  -0.38514  -1.58921
N  -2.48366  0.93926  0.18950
C  1.08945  -1.18910  0.46477
C  1.10562  -0.26605  -0.67720
H  2.00845  0.41304  -0.76812
H  -1.99480  1.69356  0.72521
H  0.86775  -2.24442  0.15520
C  -1.89616  -0.20667  -0.06807

# C4H7OP

A 2-piece molecular cluster, C4H7OP overall (ωB97M-V/def2-TZVPD, OMol25).

Calculated values
SMILES	O[C@@H]1CP1.C#C
energy relative to the best compared isomer or geometry (same formula, charge and spin)	4.2106	eV

Positions of all 13 atoms, in Å:
C  -3.23027  -0.19349  1.36597
C  1.53182  0.61649  -0.32718
C  1.44974  -0.75127  -0.96249
H  2.26418  -0.98773  -1.65967
C  -3.33838  0.61659  0.49302
H  3.25009  -0.86384  0.84822
H  -3.36939  0.96595  -0.58886
H  -0.25210  0.64806  -0.35118
H  2.46180  1.12535  -0.32987
H  -3.30215  -0.64323  2.32224
O  0.37358  1.37641  -0.22199
H  0.44439  -1.04825  -1.43227
P  1.71672  -0.86105  0.84407

# C23H28N9O5SSr

C23H28N9O5SSr as an isolated structure (ωB97M-V/def2-TZVPD, OMol25).

Calculated values
charge	-1
calculated total energy	-59623.111	eV

Positions of all 67 atoms, in Å:
N  -0.48046  0.34940  2.35710
H  -1.75239  -3.60911  -0.41820
H  1.71726  1.35352  -2.09531
N  3.29460  0.21334  1.69639
C  3.68666  1.62557  1.66930
C  2.71272  -2.46180  -0.51423
H  -0.25505  4.46840  4.25900
C  -0.33603  2.55088  3.31970
H  0.19404  2.84393  2.42494
O  -1.22233  3.60692  -0.27521
H  2.05269  -4.83984  -2.82934
N  -1.11473  -0.76362  2.31462
C  3.74103  2.14856  -0.85384
C  -1.28510  -3.09575  -2.86172
H  2.27878  -1.58212  -0.05835
C  -0.78842  1.24401  3.42742
H  4.77834  1.68308  1.58228
N  2.16303  0.48676  -1.79966
H  5.53723  -4.31980  -0.37754
H  0.23694  -8.02437  0.54210
S  -1.70143  -1.44888  -3.12054
C  -0.82308  -4.85642  1.04426
C  -0.59912  3.44577  4.34528
C  -1.50005  0.82252  4.54508
H  3.41682  2.14829  2.59704
O  0.41069  0.70124  1.46549
N  -1.18458  2.47173  -0.70630
H  3.09391  3.44234  0.71923
H  4.48828  -2.30885  0.65520
C  -1.75404  1.73019  5.55957
H  1.99733  2.12310  0.43581
C  -1.31418  -4.57760  -0.21847
H  4.20782  0.68590  -2.35004
Sr  -0.30500  -0.25473  -0.76053
N  0.06113  -3.50113  -2.49502
H  4.32094  -5.57549  -2.12316
H  -1.50600  3.74220  6.26826
C  -1.22370  -5.53428  -1.24054
C  3.05783  2.37205  0.49544
C  -0.26416  -6.09497  1.33842
H  2.27489  0.17668  1.70277
O  -1.97546  1.57521  -0.31479
C  3.86726  -4.70108  -1.67339
N  0.72677  -2.69238  -1.84667
H  3.91492  0.00877  -0.74831
C  2.03455  -3.16911  -1.49481
N  -1.70321  -5.30046  -2.52322
H  0.12254  -6.30323  2.32744
H  4.81246  2.35067  -0.74987
H  -0.88174  -4.08099  1.79779
H  -2.30625  1.40600  6.43264
H  3.36447  2.88768  -1.57014
O  -0.80956  -1.49784  1.32623
C  -0.20064  -7.05397  0.33756
C  3.97368  -2.87795  -0.10839
N  -2.13188  -4.06126  -2.99172
H  -2.15003  -6.06138  -2.99996
C  3.57277  0.75990  -1.46028
H  3.60101  -0.21311  2.56336
C  -0.66376  -6.78036  -0.93930
O  -0.32036  2.11891  -1.56546
H  -1.84321  -0.19885  4.60821
C  -1.30446  3.04110  5.46845
H  -0.57068  -7.52091  -1.72584
H  2.10911  -0.14364  -2.59417
C  4.55215  -3.99455  -0.68863
C  2.60860  -4.29671  -2.07831

# C33H45MnN4O11P2SSi2

C33H45MnN4O11P2SSi2 as an isolated structure (ωB97M-V/def2-TZVPD, OMol25).

Calculated values
2S+1	5
energy relative to the best compared isomer or geometry (same formula, charge and spin)	0.4979	eV
⟨S²⟩	6.06

Positions of all 99 atoms, in Å:
H  4.02350  1.64838  3.01864
H  0.73981  5.47104  3.12607
H  1.32230  6.82841  -0.96531
C  -4.05792  1.73983  0.17357
N  3.69668  1.08275  3.83078
C  4.96669  -3.85049  -1.67586
H  -4.91230  0.07109  -2.87839
C  -1.33418  5.98143  0.63409
C  0.47231  -3.95687  0.82801
H  6.08821  -3.95423  0.17450
N  0.68729  -5.24753  1.41768
H  4.49329  0.85743  4.42306
Si  -2.84087  0.71952  -0.80295
H  -1.28059  7.07152  0.69277
O  -1.60454  0.27880  0.13368
O  1.14494  -1.68458  4.50003
C  6.20468  -4.23254  -0.87208
C  -5.91793  3.29090  0.29525
H  3.91812  -1.38612  4.83960
C  -4.99410  2.56904  -0.44844
H  2.95615  1.51336  4.41577
C  1.34262  5.74512  -0.82310
H  0.92406  5.27204  -1.71328
C  -1.99717  3.06203  -2.15110
O  0.69796  -6.21752  0.67924
H  2.39558  -3.24869  -2.47731
C  2.26512  -4.28284  -2.15954
H  -6.63003  3.76445  2.26312
C  0.26061  -2.36506  -0.64417
H  0.15611  -4.37637  -2.45103
N  0.49734  -3.68973  -0.52575
C  -3.65491  -0.86327  -1.40089
O  3.19849  -3.89465  0.25344
C  3.90086  -1.37509  3.74599
H  -5.96702  -2.01992  -3.61750
H  -4.97590  2.31973  3.39821
H  0.13840  -2.61870  2.53877
P  3.35688  0.07245  1.38069
O  2.04693  0.07804  0.64102
H  -1.94289  5.62268  1.46622
C  -4.06766  1.66338  1.56845
H  -1.31533  4.86837  -3.08570
H  -0.96349  3.80135  -5.28872
C  -5.21985  -2.04275  -2.83405
H  -5.33090  -4.17175  -2.57838
C  -2.08200  1.11965  -3.54977
H  -2.14001  3.53534  -1.18610
O  3.73049  -6.04079  -0.89131
H  -4.99490  2.66479  -1.52954
H  -6.63344  3.93282  -0.20337
H  5.02143  -4.19243  -2.71048
H  -0.44922  -2.16499  -2.65112
H  7.06723  -3.70055  -1.26947
H  1.39890  -1.76661  5.42349
H  -3.64841  -4.21252  -0.76522
C  -4.86260  -3.25205  -2.25100
C  0.16798  -1.62613  -1.93129
C  -2.28794  1.70156  -2.29644
H  -1.45414  1.39695  -5.58551
C  -4.98705  2.38510  2.31745
H  0.75424  -5.58948  -1.32008
C  3.09275  -0.17967  3.23618
H  4.92546  -1.34173  3.37371
Si  0.37966  5.25305  0.69378
H  4.77945  -2.77646  -1.64907
C  -3.31875  -2.08923  -0.82099
S  3.53618  -4.61855  -0.95900
H  3.65341  -2.04114  0.81416
H  -3.33402  1.04467  2.07289
H  1.30891  6.91597  2.27528
H  3.45170  -2.31001  3.41777
Mn  0.07053  0.29400  0.85024
O  4.25666  1.25439  1.33134
C  0.18974  2.21566  0.78916
P  1.34274  -0.19061  3.93965
O  1.41923  0.80906  5.03983
C  0.22154  -2.79722  1.48091
C  -1.60382  1.86590  -4.62074
H  2.47133  -4.94774  -2.99915
C  1.25947  5.82518  2.23358
H  -2.30497  0.06824  -3.69686
C  0.86130  -4.55827  -1.64046
C  -3.91367  -3.27428  -1.23839
C  -1.32927  3.21549  -4.45475
N  0.10392  -1.81180  0.54454
C  -5.91454  3.19802  1.68029
H  2.27891  5.43473  2.25754
O  0.33113  -0.08139  2.84380
H  -0.30301  -0.66058  -1.75113
H  -2.59175  -2.10554  -0.01591
C  -1.52696  3.81419  -3.21698
C  0.26579  3.42869  0.74917
H  2.38427  5.42973  -0.73722
O  0.82573  -5.27365  2.62034
O  4.16923  -1.22202  0.90814
H  6.39110  -5.30274  -0.92939
C  -4.62161  -0.86396  -2.41048
H  -1.84796  5.71917  -0.29313
H  1.15233  -1.44459  -2.36399

What max |F| values result from the calculations? In sequence: 0.1283; 0.1389; 0.0701; 0.0117; 0.0052 hartree/bohr.